Entry 1:
ORCA calculation (wB97M-V/def2-TZVPD) on a molecular structure, C22H45DyN2P3Se2 at a distorted geometry.

The geometry in XYZ format:
```
75
Properties=species:S:1:pos:R:3
Dy -0.94337 0.13501 1.23263
P -0.05665 -1.98856 -1.30976
P 1.47113 -1.49013 1.78143
P -1.10914 1.39673 -1.25338
H 1.17489 3.24923 3.08548
C 0.24525 3.33149 2.50907
C -0.41534 2.16668 2.15775
H -0.12815 1.26568 2.76841
C 1.42454 -1.78488 -2.42844
C 0.11251 -3.70896 -0.63376
C -1.46117 -2.13889 -2.47229
C 2.13759 -0.13552 2.82944
C 1.44898 -2.80307 3.06372
C 3.10576 -2.05716 1.17014
C -1.09391 3.23915 -1.00841
C -2.82882 1.41624 -1.96693
C -0.36150 1.57785 -2.92712
H -0.14804 4.34434 2.50011
H -1.47318 2.28657 1.86394
H 1.54586 -2.59544 -3.17605
H 2.35104 -1.71591 -1.82949
H 1.34023 -0.82889 -2.97146
H 0.49337 -4.41464 -1.37989
H -0.83979 -4.10093 -0.29266
H 0.83732 -3.65828 0.17072
H -1.20781 -2.70914 -3.36709
H -1.73106 -1.13233 -2.78705
H -2.31243 -2.62361 -2.00578
H 2.84442 -0.57572 3.54801
H 1.30963 0.32620 3.37987
H 2.63345 0.60569 2.18484
H 2.37783 -2.72472 3.64509
H 1.44806 -3.79479 2.59891
H 0.57079 -2.72314 3.71030
H 3.69720 -2.32105 2.06250
H 3.61961 -1.27310 0.61243
H 2.99376 -2.92466 0.51631
H -1.58149 3.71116 -1.88968
H -0.05692 3.59265 -0.96080
H -1.63723 3.46402 -0.08306
H -2.90481 2.37634 -2.48211
H -3.58167 1.34288 -1.17722
H -2.95855 0.61395 -2.70210
H -0.87220 2.45440 -3.36180
H -0.54211 0.69336 -3.54968
H 0.70829 1.80456 -2.87342
C 3.62489 3.29534 -0.49058
C 3.32851 3.87775 0.74805
C 3.69805 5.20149 0.98264
C 4.20851 6.00590 -0.05523
C 4.55562 5.39128 -1.25709
C 4.25157 4.05262 -1.49562
Se 2.81136 1.60261 -0.82582
H 1.60379 2.34253 -1.36559
H 2.69377 3.33675 1.47582
H 3.55162 5.63209 1.98352
H 4.21340 7.10255 0.07124
H 5.02634 5.92903 -2.07851
H 4.40563 3.58582 -2.48670
C -2.13318 -3.51671 2.50179
N -3.03690 -3.35344 1.33665
C -3.32268 -4.39355 0.47179
C -4.11011 -3.87073 -0.51848
N -4.27919 -2.51896 -0.29225
C -4.94081 -1.59208 -1.17297
C -3.56538 -2.17360 0.82561
Se -3.58265 -0.52913 1.72679
H -1.08484 -3.68227 2.15782
H -2.45989 -4.42782 3.04823
H -2.17679 -2.62776 3.16712
H -2.96076 -5.38994 0.61837
H -4.59472 -4.35974 -1.30424
H -4.32119 -1.33368 -2.01736
H -5.81253 -2.07632 -1.58483
H -5.23763 -0.68069 -0.67181
```

Properties
Total energy ... -7685.69376 a.u.
HOMO level (spin up / spin down) ... -0.5805 / -0.5805 hartree
Relative energy (zero: lowest compared OMol25 entry of this formula, charge and spin) ... 67.4 kcal/mol
Net charge ... +3
2S+1 ... 6
M ... 750.96 u

=====

Entry 2:
ORCA calculation (wB97M-V/def2-TZVPD) on a molecular structure, C22H45EuN2P3SSe at a distorted geometry.

The geometry in XYZ format:
```
75
Properties=species:S:1:pos:R:3
Eu -0.26423 -0.19019 0.11646
P 1.61484 2.02890 1.21960
P -1.81158 1.10189 2.26621
P -1.42693 2.54983 -1.05923
H 0.36531 -4.81138 -7.76810
C 0.56526 -3.80676 -8.15263
C 1.81643 -3.32419 -8.23595
H 2.68036 -3.91677 -7.91838
C 2.90029 0.91635 1.90489
C 1.39416 3.17648 2.62817
C 2.64439 3.01887 0.07561
C -3.41542 0.22519 2.09825
C -1.27385 0.48075 3.90967
C -2.36283 2.78079 2.73178
C -1.03426 2.77807 -2.84074
C -1.39944 4.32086 -0.56633
C -3.23423 2.27994 -1.20610
H -0.29338 -3.23248 -8.51308
H 2.02214 -2.34144 -8.67194
H 3.01677 0.03316 1.26374
H 2.58987 0.57471 2.89744
H 3.85838 1.44709 1.97560
H 0.88542 2.65869 3.45116
H 0.77246 4.02191 2.31184
H 2.36682 3.54922 2.97468
H 3.13755 2.34968 -0.64029
H 3.39563 3.59102 0.63669
H 1.99891 3.70403 -0.48663
H -4.06267 0.40607 2.96488
H -3.23817 -0.85163 1.99449
H -3.91561 0.56134 1.18485
H -1.96097 0.83478 4.69291
H -0.25957 0.83719 4.12978
H -1.23695 -0.61597 3.91484
H -2.93243 2.73866 3.67091
H -2.99185 3.19964 1.93743
H -1.48921 3.43025 2.86815
H -1.62728 3.59458 -3.27528
H -1.22897 1.85099 -3.38857
H 0.03419 2.98810 -2.96054
H -2.20665 4.87492 -1.06846
H -0.43420 4.76369 -0.84232
H -1.51720 4.41512 0.51837
H -3.65228 2.90807 -2.00167
H -3.73498 2.50301 -0.25945
H -3.42391 1.23000 -1.44588
C 0.44851 -0.72656 -3.20354
C -0.93343 -1.02315 -3.15453
C -1.47182 -2.00460 -3.98657
C -0.63870 -2.68397 -4.88503
C 0.73398 -2.41824 -4.92200
C 1.28873 -1.46661 -4.07388
S 1.15600 0.50506 -2.26712
H -2.14485 -0.61012 -0.34535
H -1.57968 -0.46316 -2.47162
H -2.53723 -2.23360 -3.93551
H -1.06456 -3.42124 -5.56874
H 1.37107 -2.94800 -5.63038
H 2.35297 -1.25750 -4.05657
C 3.68306 -2.29943 3.03252
N 2.39281 -2.51554 3.66105
C 2.19347 -2.84575 4.98971
C 0.86502 -3.08740 5.14791
N 0.26112 -2.89082 3.91571
C -1.14048 -3.15644 3.63289
C 1.21405 -2.60357 2.96323
Se 1.05877 -2.69834 1.13317
H 4.46954 -2.69410 3.68579
H 3.87111 -1.23353 2.84790
H 3.70157 -2.82451 2.07045
H 3.01038 -2.93376 5.68759
H 0.32444 -3.41751 6.01709
H -1.35389 -4.23367 3.69703
H -1.77901 -2.63819 4.36293
H -1.38306 -2.80878 2.61904
```

Properties
Total energy ... -5507.63713 a.u.
HOMO level (spin up / spin down) ... -0.5627 / -0.5622 hartree
Relative energy (zero: lowest compared OMol25 entry of this formula, charge and spin) ... 11.6 kcal/mol
Net charge ... +3
2S+1 ... 7
M ... 693.53 u

=====

Entry 3:
ORCA calculation (wB97M-V/def2-TZVPD) on 3 unconnected molecules or ions with the total composition C22H45F3IN4O9P2S2.

The geometry in XYZ format:
```
88
Properties=species:S:1:pos:R:3
C 1.08913 -1.20906 0.25003
C -0.18418 -0.47773 0.68355
P -0.70559 0.75796 -0.58159
C -2.54411 0.73792 -0.52886
C -3.24833 2.09943 -0.53650
N -0.24038 2.25697 0.35064
C 0.68878 3.01829 -0.18512
N 1.22557 2.77185 -1.43655
C 0.31927 3.07014 -2.56162
O 0.54224 2.22247 -3.64410
O -0.69620 1.52535 -3.88083
C 2.59307 3.30281 -1.39258
I 3.24836 4.34783 -3.13790
C 2.67486 4.07231 -0.03882
C 3.59822 3.32962 0.95610
C 4.69596 4.21457 1.54027
C 5.01906 3.97454 2.98209
N 5.34174 5.08158 0.88856
N 1.28656 4.08489 0.45351
C 0.51360 5.37031 0.42246
C 1.09530 6.47472 -0.46518
C 2.04405 7.36471 0.26645
F 1.56643 7.85288 1.42851
C 3.22166 7.79416 -0.13086
F 3.91922 8.72710 0.46894
F 3.84932 7.31104 -1.18845
P -1.01997 2.46463 1.96830
C 0.44990 2.60844 3.03138
O -1.50803 4.02603 1.90019
H 1.03006 -1.52620 -0.79061
H 1.23875 -2.09912 0.86071
H 1.96795 -0.57303 0.37427
H -0.01097 0.03456 1.63416
H -1.00792 -1.17211 0.85881
H -2.78050 0.20821 -1.45511
H -2.89776 0.10939 0.29012
H -3.42620 2.44611 0.48125
H -4.22217 2.01537 -1.01454
H -2.66771 2.86764 -1.05246
H 0.48226 4.10008 -2.88743
H -0.70835 2.95210 -2.22702
H -0.35764 0.64442 -4.10187
H 3.27409 2.46047 -1.37090
H 3.07776 5.07485 -0.12152
H 4.08290 2.46243 0.49980
H 2.99204 2.95033 1.77927
H 5.23926 2.91427 3.13689
H 4.16519 4.22041 3.61745
H 5.89252 4.55061 3.27208
H 5.06104 5.13235 -0.09308
H -0.49743 5.13756 0.09814
H 0.42351 5.74595 1.43952
H 0.26130 7.10131 -0.79531
H 1.57463 6.09506 -1.36824
H 1.20533 1.88752 2.71635
H 0.87013 3.61141 3.02567
H 0.12675 2.35448 4.04258
H -2.44198 4.09122 2.13704
O -2.46505 -2.15464 -2.39827
S -2.29099 -3.50954 -1.94301
O -0.95600 -3.98653 -1.74241
O -3.08876 -4.47466 -2.89865
C -2.83598 -4.39736 -4.32863
C -1.53179 -5.04981 -4.72708
C -3.24357 -3.78531 -0.49551
H -2.88519 -3.35164 -4.63392
H -3.68483 -4.91602 -4.76721
H -0.67328 -4.50673 -4.33529
H -1.46187 -5.07041 -5.81482
H -1.48497 -6.07181 -4.35249
H -4.25482 -3.42552 -0.66367
H -2.76310 -3.23400 0.31025
H -3.22819 -4.84912 -0.26883
O -1.74672 -6.18572 1.50510
S -1.24215 -7.50646 1.25353
O -1.92469 -8.32727 0.30282
O -1.09600 -8.26853 2.63105
C -2.25586 -8.32018 3.50474
C -3.29905 -9.30941 3.03619
C 0.46413 -7.43010 0.84542
H -2.66116 -7.31263 3.60366
H -1.84103 -8.61273 4.46651
H -3.75787 -8.99702 2.09984
H -4.07874 -9.39069 3.79395
H -2.85425 -10.29204 2.88263
H 0.97558 -6.81678 1.58156
H 0.52354 -6.97900 -0.14313
H 0.86032 -8.44171 0.82767
```

Properties
Total energy ... -3837.46460 a.u.
HOMO level ... -0.4297 hartree
Net charge ... +1
M ... 819.60 u

=====

Among the records above, which one has the highest total energy? C22H45F3IN4O9P2S2

=====

Among the records above, which one has the highest total energy? C22H45F3IN4O9P2S2

=====

Which formula does entry 1 have? C22H45DyN2P3Se2